No. 1
Computed, not measured: a molecular structure, C4H2EuO5, with ωB97M-V/def2-TZVPD.

```
12
Properties=species:S:1:pos:R:3:forces:R:3
Eu -0.134 -0.140 0.123 0.0094 0.1605 0.6635
O -0.758 3.532 -0.247 0.3119 -2.7784 -0.4894
C -0.623 2.412 -0.374 -0.4413 3.5566 0.4563
C 2.267 -1.035 -0.376 1.2933 -0.4146 0.1607
O 3.328 -1.357 -0.253 -0.3982 0.0995 -0.2272
C -2.141 -1.797 -0.258 -5.0811 -4.2664 0.0282
O -3.031 -2.544 -0.257 4.3673 3.6731 -0.0995
C -0.097 -0.080 -2.431 -0.0618 -0.0538 -6.3264
O -0.114 -0.094 -3.586 0.0865 0.0812 5.0075
O 0.734 0.601 2.380 -1.8129 -1.4712 -0.3487
H 0.763 -0.358 2.647 0.4597 1.2355 0.5899
H -0.194 0.858 2.632 1.2673 0.1780 0.5851
```
Positions in Å, forces in eV/Å.

Values from the calculation:
**Spin multiplicity**: 8
**Net charge**: +2
**⟨S²⟩**: 15.7591

No. 2
Computed, not measured: a single C4H2F2O molecule, with ωB97M-V/def2-TZVPD.

```
9
Properties=species:S:1:pos:R:3:forces:R:3
C 1.629 -2.378 0.414 0.8916 -3.0616 0.7156
C 1.279 -1.226 0.153 -1.3879 5.7352 -1.1908
C 0.313 -0.037 -0.397 -0.6061 -0.1275 3.8066
C 1.666 0.297 0.087 0.7897 -0.2856 0.7662
O -0.806 0.308 0.466 2.1589 -0.2779 -1.6143
F 2.017 1.046 1.193 -1.1676 -1.5583 -1.5755
F 2.577 0.566 -0.873 -0.4778 -0.0737 0.3758
H 0.236 0.015 -1.448 -0.5106 -0.1892 -1.0552
H -1.588 -0.219 0.257 0.3098 -0.1614 -0.2284
```
Positions in Å, forces in eV/Å.

Values from the calculation:
**Net charge**: 0

No. 3
Computed, not measured: 2 unconnected molecules or ions with the total composition C4H2F2O, with ωB97M-V/def2-TZVPD.

```
9
Properties=species:S:1:pos:R:3:forces:R:3
C 1.665 2.447 -0.001 -0.0583 -0.6081 -0.1360
C 1.738 1.180 -0.158 0.7878 -0.1964 -1.0425
C 0.432 0.328 0.029 -1.2132 -0.7818 6.0761
C 1.761 -0.305 -0.084 0.6803 -0.8920 0.9386
O -0.554 0.174 -0.809 -0.3685 -0.3910 -4.0441
F 2.060 -1.238 -1.113 -0.6085 2.4123 1.6422
F 2.350 -0.759 1.082 -0.5573 0.1462 -1.4459
H -0.161 0.396 1.403 2.1672 -0.2164 -4.4193
H -0.212 -0.046 -1.763 -0.8296 0.5272 2.4309
```
Positions in Å, forces in eV/Å.

Values from the calculation:
**Net charge**: 0

No. 4
Computed, not measured: a single C4H2F2O molecule, with ωB97M-V/def2-TZVPD.

```
9
Properties=species:S:1:pos:R:3:forces:R:3
O -2.232 -1.091 -2.068 -0.2936 0.4070 -0.1582
C -1.346 -0.723 -1.424 0.1350 -0.2230 0.0069
C -0.241 -0.554 -0.741 0.8086 -1.8744 0.9011
C 0.239 0.517 0.121 0.2625 -1.0061 -0.5278
C 0.855 0.584 1.283 -0.9147 1.2201 0.8054
F 0.965 1.830 1.875 0.6995 -1.9733 -0.5805
F 1.216 -0.390 2.094 -0.1527 0.4686 -0.0691
H 0.227 -1.559 -0.716 -0.0819 0.5663 0.0501
H 0.316 1.388 -0.425 -0.4628 2.4148 -0.4280
```
Positions in Å, forces in eV/Å.

Values from the calculation:
**Structure (SMILES)**: O=C=CC=C(F)F
**Net charge**: 0

No. 5
Computed, not measured: 2 unconnected molecules or ions with the total composition C4H2FN3, with ωB97M-V/def2-TZVPD.

```
10
Properties=species:S:1:pos:R:3:forces:R:3
N -1.056 1.961 -0.406 -0.1796 -0.3570 -0.2331
C -1.204 0.895 0.011 0.5644 1.8354 -0.3960
C -1.296 -0.310 0.679 1.4180 -2.5050 0.6556
C -0.213 -0.966 1.156 -1.8104 1.4173 -0.7140
N 0.714 -1.567 1.610 0.4059 -0.1994 -0.7969
H -2.180 -0.902 0.631 -0.7647 -0.0829 0.2650
H 1.050 -1.204 2.474 0.4010 -0.1421 1.1825
N 2.025 0.188 -1.181 -1.5302 0.3080 -1.2736
C 1.338 0.625 -2.017 2.0639 -0.1790 1.5871
F 0.822 1.279 -2.957 -0.5683 -0.0954 -0.2766
```
Positions in Å, forces in eV/Å.

Values from the calculation:
**Structure (SMILES)**: N#CC=C=N.N#CF
**Net charge**: 0

No. 6
Computed, not measured: a single C4H2FNOS molecule, with ωB97M-V/def2-TZVPD.

```
10
Properties=species:S:1:pos:R:3:forces:R:3
F -1.047 2.366 0.045 -0.0903 1.1629 -0.2174
C -0.296 1.318 -0.074 0.7413 -0.7346 -0.3722
N 0.982 1.504 -0.065 -1.3424 0.2463 0.5329
O 1.743 0.377 0.015 -0.0211 -0.8856 -1.0321
C 1.149 -0.837 -0.047 0.4125 -0.2732 1.1960
C -0.187 -1.049 -0.002 1.7754 -0.5309 -0.4167
C -1.038 0.056 -0.154 -0.6374 0.1873 1.3002
S -2.657 -0.067 -0.014 -0.2667 0.2982 -0.3830
H 1.904 -1.629 0.080 -0.4439 0.5251 -0.1931
H -0.554 -2.041 0.216 -0.1274 0.0045 -0.4146
```
Positions in Å, forces in eV/Å.

Values from the calculation:
**Structure (SMILES)**: Fc1noccc1=S
**Net charge**: 0

No. 7
Computed, not measured: a single C4H2FNS2 molecule, with ωB97M-V/def2-TZVPD.

```
10
Properties=species:S:1:pos:R:3:forces:R:3
F 0.841 -2.337 0.041 -0.0089 -0.1289 -0.0430
C -0.166 -1.498 0.208 0.2228 0.8189 0.1357
C -0.004 -0.179 0.022 -0.0172 0.1109 -0.0270
C 1.229 0.511 -0.385 0.2091 -0.4085 -0.1919
N 1.162 1.780 -0.530 -0.1085 -0.1386 0.1289
S -0.402 2.358 -0.172 0.1088 -0.2946 0.0009
C -1.096 0.805 0.203 -0.0566 -0.2774 0.0095
S -2.646 0.529 0.647 0.2871 0.1033 -0.0708
H -1.086 -1.943 0.553 -0.1426 -0.1689 -0.0713
H 2.169 -0.028 -0.586 -0.4941 0.3838 0.1290
```
Positions in Å, forces in eV/Å.

Values from the calculation:
**Structure (SMILES)**: F/C=C1\C=NSC1=S
**Net charge**: 0

No. 8
Computed, not measured: a molecular structure, C4H2IN2O2, with ωB97M-V/def2-TZVPD.

```
11
Properties=species:S:1:pos:R:3:forces:R:3
C 0.617 -1.618 0.500 -1.2154 2.9552 0.3251
C 0.996 -0.463 -0.124 1.7025 0.6710 -1.6657
C 0.114 2.248 -0.585 -0.8588 -0.9489 1.6698
C -0.585 -0.054 1.096 -1.8952 2.7247 1.8638
N -0.432 -1.264 1.368 0.1817 -3.0320 0.1698
N 0.273 0.603 0.371 0.1863 -0.2750 -1.7523
O 0.939 2.177 -1.394 2.2587 -0.0089 -2.3606
O -0.758 2.812 -0.049 -1.4574 1.1892 0.7046
I -3.901 -1.693 -0.745 0.1637 0.0621 0.0999
H 1.096 -2.503 0.569 1.1475 -2.8618 -0.1666
H 1.641 -0.244 -1.008 -0.2136 -0.4755 1.1122
```
Positions in Å, forces in eV/Å.

Values from the calculation:
**Net charge**: -1

No. 9
Computed, not measured: a molecular structure, C4H2MnO5, with ωB97M-V/def2-TZVPD.

```
12
Properties=species:S:1:pos:R:3:forces:R:3
C 4.783 -0.547 0.028 3.4706 -1.7319 -0.6621
O 5.835 -0.966 -0.119 -1.3395 0.7783 0.3456
O 3.676 -0.186 0.137 -1.2680 0.6226 0.3415
O 0.273 1.206 -0.445 1.0279 0.5184 -0.5084
C -0.929 1.001 -0.411 -2.8417 -0.4565 0.8699
O -1.407 -0.037 0.221 2.1855 1.7767 0.5045
Mn 1.903 0.572 0.157 0.3627 -0.0599 0.2726
H -1.661 1.704 -0.839 0.2782 -0.1005 -0.0865
O -3.070 -1.963 -0.539 1.6657 2.6942 -2.2877
C -2.862 -0.821 -0.351 -5.0973 -5.1948 3.6329
C -3.134 0.154 0.569 1.0590 1.1462 -2.2076
H -3.408 -0.119 1.593 0.4967 0.0074 -0.2148
```
Positions in Å, forces in eV/Å.

Values from the calculation:
**Spin multiplicity**: 6
**Net charge**: +2
**⟨S²⟩**: 8.7540

No. 10
Computed, not measured: a single C4H2N2 molecule, with ωB97M-V/def2-TZVPD.

```
8
Properties=species:S:1:pos:R:3:forces:R:3
N -2.233 -1.557 0.860 9.1530 5.1273 -2.0968
C -1.132 -0.978 0.563 -8.2247 -5.3601 2.1897
C 0.046 -0.722 -0.217 -1.3643 -0.9394 -4.4158
C 0.705 0.379 -0.508 -0.1771 1.7774 4.4546
C 0.726 1.383 0.531 0.9377 -6.4729 -7.9641
N 0.575 2.079 1.344 -1.1654 7.0155 8.0521
H 0.043 -1.216 -1.249 -0.3482 -0.8687 1.8676
H 1.271 0.632 -1.324 1.1890 -0.2790 -2.0872
```
Positions in Å, forces in eV/Å.

Values from the calculation:
**Structure (SMILES)**: N#C/C=C\C#N
**Net charge**: 0

No. 11
Computed, not measured: a single C4H2N2O molecule, with ωB97M-V/def2-TZVPD.

```
9
Properties=species:S:1:pos:R:3:forces:R:3
N 3.723 0.647 0.226 0.6781 0.5288 -1.0076
C 2.731 0.204 -0.162 1.8156 -0.2915 1.9850
C 1.554 -0.406 0.128 -0.6728 0.7464 -1.3067
C 0.361 -0.306 0.115 0.2822 -0.9131 0.2848
C -1.022 -0.606 0.044 -0.6609 -0.3139 0.1889
N -1.786 0.483 -0.145 -0.5269 0.0350 -0.0347
O -1.383 -1.761 0.143 -0.4581 0.2517 -0.0607
H -1.404 1.415 -0.176 -0.0818 -0.2374 0.0256
H -2.774 0.331 -0.171 -0.3754 0.1940 -0.0745
```
Positions in Å, forces in eV/Å.

Values from the calculation:
**Structure (SMILES)**: N#CC#CC(N)=O
**Net charge**: 0

No. 12
Computed, not measured: 2 unconnected molecules or ions with the total composition C4H2N2O, with ωB97M-V/def2-TZVPD.

```
9
Properties=species:S:1:pos:R:3:forces:R:3
C 0.726 -1.382 2.635 -0.4103 0.3276 -0.5750
C -1.016 -0.988 -1.016 -0.8965 -1.7529 0.5891
C 0.555 1.068 -0.513 0.9265 -0.7491 1.2832
C -0.423 -0.017 -0.095 3.0434 1.5437 1.9299
N 0.079 -0.888 1.779 -0.3838 0.7675 -2.8830
N -1.356 -1.941 -1.615 0.8735 2.7317 1.3308
O -0.569 1.303 0.287 -3.1642 -1.8495 -0.9015
H 1.419 1.392 0.042 0.6456 -1.0482 0.1678
H 0.585 1.455 -1.504 -0.6342 0.0292 -0.9414
```
Positions in Å, forces in eV/Å.

Values from the calculation:
**Net charge**: 0

| no. | E (eV) |
| --- | --- |
| 1 | -33728.4942 |
| 2 | -11656.7535 |
| 3 | -11655.3797 |
| 4 | -11660.4075 |
| 5 | -11364.5536 |
| 6 | -21267.7402 |
| 7 | -30057.0387 |
| 8 | -19354.6716 |
| 9 | -45714.9828 |
| 10 | -7156.7466 |
| 11 | -9205.1822 |
| 12 | -9201.1200 |